# 1
31
Properties=species:S:1:pos:R:3 method="wB97M-V/def2-TZVPD" homo_ev=-9.1 smiles="O=C(O)C1=CC(c2cc([N+](=O)[O-])ccc2O)=NCCN1" lumo_ev=-0.711 charge=0
O -1.363 -1.273 -3.218
C -2.212 -1.435 -2.357
O -3.108 -2.388 -2.461
C -2.183 -0.499 -1.162
C -1.001 0.094 -0.823
C -0.850 0.762 0.440
C 0.314 0.370 1.318
C 1.491 -0.211 0.862
C 2.501 -0.578 1.847
N 3.689 -1.326 1.554
O 4.072 -1.421 0.382
O 4.321 -1.835 2.559
C 2.356 -0.211 3.230
C 1.152 0.404 3.566
C 0.242 0.728 2.704
O -0.899 1.355 3.349
N -1.591 1.671 0.899
C -2.840 2.033 0.153
C -3.884 0.922 0.182
N -3.393 -0.363 -0.345
H -2.821 -2.686 -3.393
H -0.200 0.080 -1.505
H 1.671 -0.452 -0.127
H 3.022 -0.526 4.044
H 0.889 0.512 4.672
H -1.391 1.739 2.571
H -3.355 2.800 0.697
H -2.735 2.418 -0.921
H -4.776 1.290 -0.419
H -4.232 0.783 1.158
H -4.057 -1.143 -0.575

# 2
33
Properties=species:S:1:pos:R:3 method="wB97M-V/def2-TZVPD" homo_ev="-16.0 / -16.1" relative_energy_kj_mol=0.0 spin_multiplicity=2 lumo_ev="-9.499 / -9.188" charge=+2
Re -0.351 0.088 1.216
O 3.470 4.685 2.186
C 2.620 3.710 2.026
C 1.620 3.369 2.970
C 0.798 2.320 2.684
N 0.923 1.609 1.548
C 1.869 1.918 0.645
C 2.723 2.962 0.825
C 1.805 0.960 -0.533
O 2.532 0.971 -1.464
O 0.764 0.097 -0.360
C -0.330 1.742 3.544
O -0.498 2.022 4.676
O -1.022 0.847 2.791
H 3.399 5.171 3.020
H 1.500 3.920 3.895
H 3.472 3.213 0.086
C -1.013 -4.681 -0.833
N -1.282 -3.487 -1.628
C -1.314 -3.435 -2.987
C -1.645 -2.160 -3.334
N -1.809 -1.449 -2.183
C -2.268 -0.067 -2.137
C -1.558 -2.263 -1.139
Se -1.511 -1.932 0.732
H -0.957 -5.540 -1.493
H -1.816 -4.846 -0.116
H -0.071 -4.585 -0.295
H -1.109 -4.288 -3.610
H -1.777 -1.729 -4.312
H -2.557 0.238 -3.139
H -1.478 0.594 -1.801
H -3.130 0.026 -1.480

# 3
30
Properties=species:S:1:pos:R:3 method="wB97M-V/def2-TZVPD" homo_ev=-8.2 smiles=Nc1ccc([C@H]2CCCc3nonc32)c2nonc12 relative_energy_kj_mol=37.2 lumo_ev=-0.753 charge=0
N -0.249 -0.608 4.750
C -0.113 -0.673 3.360
C -0.330 -1.857 2.633
C -0.216 -1.847 1.215
C 0.099 -0.668 0.527
C 0.072 -0.669 -0.988
C -1.289 -0.166 -1.476
C -1.292 0.147 -2.963
C -0.395 1.357 -3.189
C 0.989 1.069 -2.692
N 2.172 1.483 -3.118
O 3.121 0.936 -2.250
N 2.489 -0.017 -1.376
C 1.214 0.117 -1.643
C 0.336 0.508 1.289
N 0.692 1.699 0.916
O 0.889 2.413 2.072
N 0.560 1.620 3.194
C 0.199 0.468 2.694
H -0.236 -1.485 5.265
H 0.231 0.198 5.162
H -0.621 -2.776 3.185
H -0.393 -2.756 0.686
H 0.208 -1.716 -1.288
H -1.623 0.722 -0.881
H -2.064 -0.901 -1.290
H -2.343 0.337 -3.288
H -0.922 -0.722 -3.546
H -0.381 1.562 -4.269
H -0.803 2.223 -2.690

# 4
25
Properties=species:S:1:pos:R:3 method="wB97M-V/def2-TZVPD" homo_ev=-8.5 smiles=Cc1ccncc1Oc1ccccc1 relative_energy_kj_mol=105.6 lumo_ev=0.843 charge=0
C -1.947 2.105 0.637
C -2.164 0.736 0.028
C -3.362 0.057 0.241
C -3.438 -1.238 -0.170
N -2.366 -1.979 -0.578
C -1.192 -1.340 -0.759
C -1.120 0.014 -0.575
O 0.095 0.642 -0.987
C 1.288 0.207 -0.405
C 2.469 0.700 -0.998
C 3.716 0.257 -0.627
C 3.789 -0.631 0.407
C 2.614 -1.128 1.030
C 1.345 -0.830 0.539
H -2.911 2.586 0.875
H -1.429 2.009 1.650
H -1.417 2.727 -0.090
H -4.240 0.668 0.572
H -4.357 -1.871 -0.218
H -0.359 -1.893 -1.243
H 2.432 1.420 -1.774
H 4.613 0.647 -1.112
H 4.804 -0.877 0.765
H 2.692 -1.834 1.788
H 0.446 -1.155 1.006

# 5
26
Properties=species:S:1:pos:R:3 method="wB97M-V/def2-TZVPD" homo_ev="-5.4 / -9.3" relative_energy_kj_mol=0.0 spin_multiplicity=3 lumo_ev="0.611 / -3.126" charge=0
C -1.975 -0.531 0.424
C 1.535 2.990 0.722
C 1.375 2.136 1.803
C 1.206 2.581 -0.584
C 0.698 0.921 1.625
C 0.472 1.427 -0.726
C 0.308 0.532 0.329
C -1.142 -3.058 0.126
C -0.029 0.913 -2.004
C -0.586 -0.581 -1.694
C -0.638 -0.516 -0.058
C 0.000 -2.153 0.466
N -3.087 -0.575 0.746
O -1.670 -3.728 0.981
O 0.296 -2.255 1.834
H 2.237 3.888 0.703
H 1.897 2.348 2.668
H 1.456 3.301 -1.353
H 0.573 0.294 2.426
H -1.530 -3.193 -0.895
H -0.947 1.610 -2.290
H 0.571 0.864 -2.962
H -1.577 -0.681 -2.256
H 0.009 -1.340 -2.040
H 0.826 -2.275 -0.284
H -0.277 -2.916 2.292

# 6
24
Properties=species:S:1:pos:R:3 method="wB97M-V/def2-TZVPD" homo_ev=-8.8 smiles=c1ccccc1.c1ccccc1 relative_energy_kj_mol=265.6 lumo_ev=0.984 charge=0
C 0.322 -0.694 1.830
C 1.261 0.303 1.422
C 2.240 -0.019 0.462
C 2.394 -1.336 0.060
C 1.577 -2.322 0.530
C 0.490 -2.028 1.409
H -0.462 -0.312 2.498
H 1.208 1.328 1.769
H 2.909 0.773 0.126
H 3.188 -1.528 -0.638
H 1.673 -3.366 0.269
H -0.043 -2.808 1.893
C -2.551 0.377 -0.831
C -1.329 -0.369 -1.057
C -0.158 0.271 -1.157
C -0.294 1.675 -1.216
C -1.417 2.508 -1.054
C -2.656 1.801 -0.782
H -3.424 -0.317 -0.654
H -1.405 -1.536 -1.120
H 0.932 -0.159 -1.098
H 0.707 2.186 -1.052
H -1.287 3.572 -0.945
H -3.873 1.998 -0.666

# 7
38
Properties=species:S:1:pos:R:3 method="wB97M-V/def2-TZVPD" homo_ev="-12.1 / -12.3" spin_multiplicity=4 lumo_ev="-4.388 / -5.222" charge=+1
V -1.326 2.045 0.008
C -1.399 -0.675 -3.220
C -1.779 0.559 -2.726
N -1.150 0.813 -1.574
N -0.360 -0.274 -1.303
C -0.513 -1.171 -2.282
B 0.571 -0.339 -0.027
N -0.344 -0.286 1.271
C -0.496 -1.156 2.265
C -1.385 -0.636 3.200
C -1.765 0.582 2.685
N -1.131 0.806 1.518
N 1.415 0.985 -0.016
C 2.718 1.302 -0.021
C 2.861 2.673 -0.014
C 1.563 3.157 -0.002
N 0.695 2.146 -0.002
N 1.329 -1.632 -0.031
C 2.644 -1.982 -0.029
C 2.724 -3.347 -0.002
C 1.384 -3.773 0.013
N 0.547 -2.755 -0.002
H -1.729 -1.151 -4.125
H -2.458 1.288 -3.137
H 0.010 -2.110 -2.240
H 0.022 -2.099 2.238
H -1.710 -1.096 4.115
H -2.440 1.326 3.076
H 3.484 0.551 -0.031
H 3.777 3.234 -0.014
H 1.205 4.174 0.007
H 3.442 -1.267 -0.051
H 3.615 -3.947 0.003
H 0.998 -4.779 0.035
S -4.204 0.008 0.358
S -4.921 1.804 0.306
S -3.570 3.016 -0.781
S -2.326 4.007 0.530

# 8
41
Properties=species:S:1:pos:R:3 method="wB97M-V/def2-TZVPD" homo_ev=-10.0 lumo_ev=-1.741 charge=0
O -0.786 -2.079 -3.671
N -0.776 -1.668 -2.604
O -2.164 -1.755 -2.003
C -2.138 -2.829 -1.183
C -1.457 -2.941 -0.037
C -0.561 -1.945 0.647
F -0.789 -0.713 0.158
F -0.883 -1.920 1.963
C 0.982 -2.270 0.539
F 1.516 -2.190 1.764
F 1.235 -3.465 0.029
F 1.575 -1.306 -0.172
C -1.814 -4.311 0.488
O -1.328 -4.753 1.474
O -2.768 -4.907 -0.294
C -2.909 -4.100 -1.424
O -3.549 -4.453 -2.346
Br 1.092 -2.113 -4.995
C 1.717 -3.254 -6.464
C 3.203 -3.150 -6.696
Br 3.662 -1.504 -7.624
H 1.134 -2.976 -7.336
H 1.452 -4.264 -6.157
H 3.550 -3.950 -7.348
H 3.777 -3.164 -5.776
Br -1.438 2.441 -0.490
C -1.715 1.926 1.365
C -2.061 3.113 2.223
Br -0.489 4.191 2.615
H -0.813 1.417 1.689
H -2.541 1.217 1.344
H -2.434 2.788 3.192
H -2.789 3.773 1.761
Br 2.491 6.357 3.711
C 1.271 5.849 5.141
C 1.243 6.884 6.234
Br 2.824 6.779 7.363
H 1.584 4.871 5.491
H 0.296 5.768 4.671
H 0.403 6.707 6.903
H 1.194 7.899 5.854

# 9
35
Properties=species:S:1:pos:R:3 method="wB97M-V/def2-TZVPD" homo_ev="-8.6 / -8.6" relative_energy_kj_mol=53.4 spin_multiplicity=2 lumo_ev="-1.041 / -0.850" charge=0
Cr -0.790 -0.178 0.543
C -2.848 -1.048 0.444
C -2.740 -0.368 1.691
C -1.736 -0.997 2.437
C -1.203 -2.060 1.651
C -1.906 -2.099 0.419
H -3.511 -0.783 -0.363
H -3.323 0.481 2.006
H -1.423 -0.721 3.431
H -0.417 -2.738 1.943
H -1.774 -2.828 -0.363
C 2.735 -1.167 -1.600
C 1.387 -0.746 -1.129
N 1.023 -0.783 0.126
O 1.945 -1.357 1.015
C 0.398 -0.223 -2.018
C 0.540 0.016 -3.477
N -0.698 0.108 -1.345
O -1.723 0.631 -1.864
H 3.210 -1.834 -0.892
H 3.369 -0.285 -1.724
H 2.657 -1.649 -2.574
H 2.137 -0.618 1.615
H 1.350 0.717 -3.694
H -0.385 0.440 -3.859
H 0.745 -0.910 -4.019
O -0.578 3.582 -0.569
C 0.070 2.737 -0.057
F 1.312 2.436 -0.501
C -0.321 1.868 1.110
F -1.464 2.438 1.666
C 0.735 1.963 2.212
F 1.898 1.364 1.883
F 0.302 1.371 3.335
F 1.028 3.240 2.520

# 10
34
Properties=species:S:1:pos:R:3 method="wB97M-V/def2-TZVPD" homo_ev=-10.9 lumo_ev=-2.983 charge=+1
Cu -0.067 0.825 -1.432
N 3.422 0.440 -2.371
C 2.569 -0.595 -2.396
N 1.277 -0.492 -2.264
C 0.651 -1.721 -2.291
C 1.494 -2.779 -2.421
S 3.131 -2.245 -2.545
C -0.795 -1.722 -2.251
C -1.636 -2.781 -2.371
S -3.279 -2.257 -2.389
C -2.722 -0.607 -2.229
N -1.425 -0.496 -2.158
N -3.588 0.415 -2.157
H 3.041 1.369 -2.436
H 4.377 0.302 -2.652
H 1.265 -3.822 -2.454
H -1.400 -3.821 -2.449
H -4.546 0.261 -2.425
H -3.227 1.351 -2.247
N 0.500 0.432 5.345
C -0.288 1.275 4.648
O -1.195 1.895 5.152
C -0.024 1.368 3.168
C -0.770 2.291 2.436
C -0.667 2.312 1.058
N 0.141 1.490 0.382
C 0.911 0.653 1.088
C 0.857 0.552 2.463
H 0.316 0.330 6.330
H 1.291 -0.051 4.961
H -1.436 2.958 2.962
H -1.254 3.005 0.474
H 1.586 0.034 0.516
H 1.489 -0.171 2.953

# 11
40
Properties=species:S:1:pos:R:3 method="wB97M-V/def2-TZVPD" homo_ev="-22.9 / -22.9" lumo_ev="-18.581 / -18.593" charge=+4
I 3.576 -1.036 -1.911
I 2.828 1.731 -0.783
La -0.158 1.469 0.364
Tl 0.123 -2.951 -0.007
S 0.247 -0.668 -1.606
C -3.108 -1.682 -1.030
C -1.888 -0.453 1.032
C 0.061 -0.174 -3.408
C 0.996 0.949 -3.812
C -1.393 0.302 -3.503
C 0.346 -1.384 -4.284
C -2.303 2.342 2.219
C -2.784 1.704 -0.558
O -2.737 -0.881 1.688
O -4.152 -1.815 -1.480
O -3.193 2.243 2.942
O -3.880 1.879 -0.860
H 0.762 1.232 -4.858
H 2.044 0.621 -3.743
H 0.887 1.840 -3.177
H -1.683 0.379 -4.558
H -1.507 1.292 -3.051
H -2.085 -0.380 -2.999
H 0.085 -1.119 -5.327
H -0.229 -2.268 -3.971
H 1.417 -1.637 -4.224
C 2.586 0.616 3.498
C 1.179 0.066 3.260
O 0.628 0.477 2.053
C 1.195 -1.515 3.249
F 1.608 -2.038 4.435
F -0.032 -2.077 2.984
F 2.018 -2.008 2.267
C 0.186 0.533 4.382
F 0.683 0.332 5.623
F -0.060 1.878 4.231
F -1.019 -0.087 4.294
H 3.269 0.232 2.727
H 2.939 0.351 4.514
H 2.548 1.707 3.388

# 12
31
Properties=species:S:1:pos:R:3 method="wB97M-V/def2-TZVPD" homo_ev=-8.5 smiles="CCn1c(=S)n(-c2ccc(SC#N)cc2)c(=O)n1C" relative_energy_kj_mol=0.0 lumo_ev=0.481 charge=0
C -2.371 3.431 2.002
C -1.175 2.902 2.802
N -0.220 2.212 1.958
C -0.362 0.883 1.567
S -1.639 -0.067 1.996
N 0.786 0.487 0.881
C 0.941 -0.744 0.195
C 1.525 -0.730 -1.082
C 1.821 -1.917 -1.777
C 1.506 -3.149 -1.209
S 1.904 -4.706 -2.042
C 2.526 -4.367 -3.698
N 2.915 -4.088 -4.762
C 0.896 -3.150 0.046
C 0.574 -1.983 0.736
C 1.672 1.539 0.868
O 2.721 1.618 0.242
N 1.117 2.597 1.578
C 1.606 3.952 1.489
H -3.168 3.691 2.670
H -2.132 4.275 1.321
H -2.835 2.628 1.360
H -1.501 2.235 3.599
H -0.651 3.751 3.329
H 1.770 0.191 -1.589
H 2.341 -1.857 -2.746
H 0.598 -4.045 0.547
H 0.129 -2.100 1.686
H 2.127 4.242 2.417
H 0.720 4.617 1.351
H 2.264 4.058 0.672

# 13
27
Properties=species:S:1:pos:R:3 method="wB97M-V/def2-TZVPD" homo_ev="-7.8 / -7.9" relative_energy_kj_mol=580.3 lumo_ev="-1.037 / -0.848" charge=0
C -2.847 -3.421 -2.067
C -1.474 -3.210 -2.388
C -3.415 -2.833 -0.952
C -0.728 -2.387 -1.591
C -2.588 -2.025 -0.069
C -1.359 -1.889 -0.508
C 0.603 2.740 2.361
C 0.083 1.480 1.997
C 1.940 3.003 2.249
C 0.826 0.514 1.390
C 2.881 1.892 1.813
C 2.202 0.846 0.936
N -0.990 -1.236 2.530
O -1.422 -0.463 3.386
P 0.229 -1.155 1.472
H -3.399 -4.123 -2.641
H -0.971 -3.659 -3.281
H -4.472 -2.924 -0.833
H 0.348 -2.385 -1.974
H -2.894 -1.798 1.005
H -0.016 3.500 2.505
H -0.963 1.234 2.318
H 2.277 4.024 2.379
H 3.937 2.165 1.350
H 3.139 1.412 2.841
H 2.673 -0.266 0.990
H 2.237 1.171 -0.158

# 14
25
Properties=species:S:1:pos:R:3 method="wB97M-V/def2-TZVPD" homo_ev=-8.2 smiles=Oc1ccccc1.c1ccccc1 relative_energy_kj_mol=100.6 lumo_ev=0.873 charge=0
O 1.534 0.356 -1.190
C 0.296 -0.158 -1.488
C 0.048 -0.486 -2.821
C -1.191 -1.010 -3.183
C -2.185 -1.211 -2.223
C -1.929 -0.881 -0.893
C -0.692 -0.355 -0.523
H 1.569 0.540 -0.220
H 0.839 -0.322 -3.564
H -1.380 -1.267 -4.233
H -3.159 -1.625 -2.513
H -2.702 -1.033 -0.128
H -0.492 -0.095 0.526
C 2.072 0.273 1.460
C 1.597 1.564 1.225
C 0.312 1.919 1.636
C -0.498 0.985 2.282
C -0.023 -0.306 2.517
C 1.262 -0.662 2.107
H 3.084 -0.007 1.137
H 2.234 2.299 0.717
H -0.062 2.935 1.450
H -1.509 1.265 2.605
H -0.660 -1.041 3.026
H 1.636 -1.677 2.292

# 15
25
Properties=species:S:1:pos:R:3 method="wB97M-V/def2-TZVPD" homo_ev=-8.0 smiles="C1=C(c2ccccc2)OCC1.C#C" relative_energy_kj_mol=421.8 lumo_ev=0.741 charge=0
C 1.171 -1.638 0.120
C 0.150 -0.842 -0.354
C -1.003 -0.355 0.354
C -1.363 -0.688 1.630
C -2.452 -0.091 2.192
C -3.153 0.904 1.547
C -2.679 1.326 0.271
C -1.643 0.672 -0.295
O 0.333 -0.491 -1.701
C 1.502 -1.196 -2.207
C 2.179 -1.899 -1.004
H 1.076 -2.077 1.100
H -0.980 -1.511 2.227
H -2.936 -0.475 3.066
H -4.047 1.302 2.009
H -3.258 2.280 0.033
H -1.203 0.984 -1.198
H 2.204 -0.437 -2.767
H 1.189 -1.964 -2.948
H 2.321 -2.920 -1.377
H 3.163 -1.384 -0.755
C 1.246 3.232 0.695
C 1.033 2.593 -0.276
H 1.360 3.596 1.658
H 0.706 2.019 -1.093

# 16
25
Properties=species:S:1:pos:R:3 method="wB97M-V/def2-TZVPD" homo_ev=-7.4 relative_energy_kj_mol=226.9 lumo_ev=-1.064 charge=0
C -0.503 0.570 -2.615
C 0.658 1.172 -2.786
C 0.982 -1.547 -2.425
C 2.084 -0.851 -2.298
C -0.015 -0.520 -1.732
C 1.515 0.344 -1.697
C 0.960 2.216 0.831
C -2.371 -0.018 2.436
C 0.228 1.165 0.346
C -1.725 -1.121 2.305
C 0.616 0.209 -0.590
C -0.295 -1.320 2.767
Se 0.734 -1.858 1.201
H -1.556 0.608 -3.097
H 0.970 1.996 -3.409
H 0.601 -2.319 -3.061
H 3.130 -1.119 -2.430
H 0.450 2.928 1.403
H 1.994 2.373 0.562
H -3.413 -0.020 2.132
H -2.063 0.836 2.991
H -0.812 0.973 0.670
H -2.215 -1.941 1.819
H 0.338 -0.566 3.296
H -0.290 -2.192 3.379